The following is a quantum chemistry calculation of a 11-piece molecular cluster, C15H51N20O15P overall, from the Open Molecules 2025 dataset.

Summary:
- Maximum force: 0.82 eV Å⁻¹
- SMILES: C[C@@H](O)C[C@@H](OC(=O)O)[PH2]=O.NC(N)=O.NC(N)=O.NC(N)=O.NC(N)=O.NC(N)=O.NC(N)=O.NC(N)=O.NC(N)=O.NC(N)=O.NC(N)=O
- Total energy: -86196.9305 eV
- E_LUMO: -0.013 hartree
- HOMO-LUMO gap: 9.2 eV
- Relative energy (zero: lowest compared OMol25 entry of this formula, charge and spin): 0.0 kcal/mol

Positions of all 102 atoms, in Å:
H  -5.763  -0.754  -6.721
H  -5.885  2.135  -0.656
O  2.245  -4.032  -6.786
H  -2.711  -3.090  -4.238
N  3.193  0.306  -3.110
O  -5.358  -4.057  -5.706
O  -1.785  -3.809  -0.397
C  0.361  2.166  -4.938
H  6.072  0.995  4.176
O  -5.673  0.345  -2.371
C  2.186  -3.194  -5.905
H  -2.603  -2.000  -1.882
H  -0.724  -0.202  2.041
H  -0.523  0.706  6.530
H  1.443  1.392  -1.704
C  3.321  0.474  -1.767
H  0.612  1.191  5.318
H  0.655  -1.787  -0.622
C  4.171  -0.779  1.931
H  2.356  0.595  -3.616
H  0.452  -3.851  -5.082
H  1.701  3.377  -3.992
C  -4.344  -4.132  -5.030
O  -0.101  -0.005  2.759
H  -3.111  -5.386  -3.890
H  -3.813  -2.182  -5.211
H  -1.151  -1.062  -1.868
H  -0.229  -1.395  7.584
O  1.827  -0.254  1.605
H  -4.507  -6.114  -4.606
H  1.994  2.483  7.472
C  -3.953  0.074  -6.085
H  6.070  -1.789  4.327
H  2.586  3.102  8.976
C  -6.143  0.210  -1.248
H  -6.610  1.143  0.562
N  -1.314  3.390  2.747
N  -6.621  -0.988  -0.808
H  1.101  -2.462  -4.271
C  -2.129  4.147  3.540
H  0.960  -2.366  3.498
N  3.138  -2.225  -5.743
C  1.028  0.593  2.283
N  -6.222  1.239  -0.358
H  -1.428  2.395  2.801
H  -4.366  -1.136  -7.666
H  4.366  -1.655  1.301
N  2.166  4.668  6.197
N  0.891  3.375  -4.584
H  -7.013  -1.124  0.104
O  2.104  -3.392  1.614
H  4.446  1.293  3.497
C  -1.137  -2.831  -0.731
H  -1.129  1.327  -6.070
H  2.708  -0.329  3.492
H  -0.584  3.770  2.175
H  -5.541  0.584  -4.831
C  5.311  -0.632  2.928
H  1.830  3.920  5.621
C  1.061  -0.609  6.145
H  -3.990  1.183  -4.385
C  2.788  -0.872  2.546
N  -3.940  -5.303  -4.448
N  -4.779  -0.657  -6.887
O  2.075  -0.791  5.482
H  3.905  -2.222  -6.388
O  1.306  1.725  2.522
C  5.116  0.534  3.915
H  0.526  4.248  -4.915
O  4.285  0.091  -1.120
P  2.191  -2.574  2.852
N  -0.704  2.198  -5.769
H  2.282  5.580  5.798
H  4.640  0.148  4.825
N  -3.542  -3.053  -4.795
H  2.274  1.226  -0.183
H  3.092  -1.536  -5.018
H  -2.490  6.078  4.065
N  -1.910  5.497  3.489
H  4.148  0.070  1.242
N  -4.561  0.668  -5.028
N  1.163  -3.151  -4.997
H  -1.079  3.058  -6.122
N  2.246  1.097  -1.178
N  -1.664  -1.867  -1.561
H  0.628  -3.264  0.254
N  0.141  -2.599  -0.331
O  5.424  -1.885  3.615
N  2.336  3.253  8.017
O  -2.746  0.138  -6.317
N  0.318  0.528  6.013
H  -6.579  -1.763  -1.445
H  3.051  -3.077  3.834
H  -1.204  5.920  2.918
H  6.226  -0.447  2.347
O  -2.990  3.650  4.246
C  2.504  4.516  7.517
H  1.135  -2.369  7.152
H  3.959  -0.131  -3.586
O  0.855  1.114  -4.526
O  2.924  5.437  8.191
N  0.604  -1.524  7.042

Forces on the atoms, in the same order (eV/Å):
H 0.0186 -0.0986 0.0418
H -0.0093 -0.0033 0.0082
O 0.0181 -0.0082 -0.0266
H 0.0667 -0.0430 0.0017
N -0.1252 -0.0408 -0.1854
O -0.0186 0.0290 -0.0183
O -0.0590 0.0166 -0.0258
C 0.0755 0.0473 -0.2791
H -0.1556 -0.0089 0.0186
O -0.0258 0.1338 0.1025
C -0.0805 -0.0107 0.0579
H -0.1395 0.0465 0.0116
H 0.3249 -0.4308 0.0690
H -0.0448 -0.0161 -0.0647
H 0.0438 0.0051 -0.0611
C -0.0733 -0.2467 0.1415
H -0.1041 -0.0618 -0.1079
H 0.0641 -0.0045 -0.0198
C 0.1190 -0.2130 -0.3402
H 0.2307 0.0166 -0.0402
H -0.0142 -0.0080 0.0001
H 0.0222 -0.0009 -0.0458
C -0.0377 -0.0829 0.0602
O -0.5186 0.6109 -0.1593
H -0.0098 0.0181 0.0348
H 0.0284 -0.0193 -0.0646
H 0.0249 -0.0088 -0.0552
H -0.0059 -0.0034 -0.0150
O -0.1758 0.0590 0.1536
H 0.0008 0.0155 -0.0146
H 0.0196 -0.0080 -0.0040
C -0.1919 -0.1124 -0.2541
H -0.1406 -0.0376 -0.1748
H 0.0145 0.0302 -0.0076
C -0.0115 -0.1681 -0.1498
H 0.0259 0.0083 -0.0393
N -0.1333 0.0590 -0.0685
N -0.0169 -0.0275 -0.0136
H -0.0129 -0.0056 -0.0236
C -0.0435 -0.0566 0.0196
H 0.0613 -0.0277 0.0993
N 0.0834 0.0414 -0.0158
C 0.0856 -0.6465 -0.0195
N 0.0159 0.0724 0.0583
H 0.1166 0.0071 0.0539
H 0.0014 -0.0279 0.0242
H -0.0511 0.1338 0.0443
N -0.0393 -0.0103 0.0045
N -0.0756 0.0137 0.1165
H 0.0196 -0.0067 -0.0148
O -0.0055 -0.0778 0.1331
H 0.2313 0.0301 0.0173
C 0.2153 -0.0511 -0.0529
H -0.1478 0.0658 0.1593
H 0.2155 -0.0736 -0.0913
H 0.0868 -0.0575 0.0816
H 0.0542 -0.1251 0.1820
C -0.0655 0.3119 0.0877
H 0.0216 -0.0023 -0.0118
C -0.1083 0.0917 -0.1559
H -0.0511 -0.0821 0.1122
C 0.0835 0.1083 0.3148
N 0.0063 0.0379 -0.0257
N 0.0154 0.0480 -0.0688
O 0.0200 -0.0585 0.0757
H -0.0163 -0.0131 -0.0044
O -0.0323 0.3805 0.0605
C -0.1689 -0.3505 -0.0116
H 0.0208 -0.0013 -0.0180
O -0.0893 0.2303 -0.1335
P -0.0145 -0.1670 -0.5326
N 0.1402 -0.1930 0.0815
H 0.0120 -0.0052 0.0161
H 0.0533 0.1367 -0.0994
N -0.0005 0.0287 0.1001
H 0.0098 -0.0485 -0.0076
H -0.0729 -0.0171 -0.0105
H 0.0077 -0.0151 0.0018
N -0.0165 0.0191 -0.0067
H 0.2131 -0.0788 0.1538
N 0.3376 0.2374 -0.2436
N 0.0343 0.0119 0.0064
H 0.0175 0.0052 -0.0039
N -0.0243 0.0854 0.0207
N -0.0537 0.0732 -0.0652
H 0.0249 0.0653 0.0819
N -0.1137 0.0394 0.0341
O 0.1470 0.1427 0.1096
N -0.0600 -0.0531 -0.0246
O -0.0510 0.1634 0.2065
N 0.1376 0.1137 0.2577
H 0.0167 0.0300 0.0256
H -0.0164 0.1260 0.1233
H -0.0020 -0.0041 0.0040
H -0.1483 -0.1279 0.0143
O 0.0248 0.0259 0.0145
C 0.0272 -0.0351 -0.0272
H 0.0080 0.0143 0.0026
H 0.0894 0.0672 0.0809
O -0.1879 -0.0038 0.1773
O -0.0054 0.0244 0.0130
N 0.0135 0.0072 0.0323